Record 1
Here is a molecular structure, C7H12O3Pb from the OMol25 dataset. Energies are from wB97M-V/def2-TZVPD.

The geometry in XYZ format:
```
23
Properties=species:S:1:pos:R:3:nbo_charge:R:1
O -0.3536 0.1812 1.7578 -0.38
C -0.4919 0.7464 0.5786 1.08
O -0.9137 0.1169 -0.3987 -0.98
Pb -1.7669 -0.3474 -2.1627 1.90
O -0.1337 1.9687 0.6071 -0.36
C -0.3850 2.8441 -0.5332 -0.09
C 0.1096 4.2170 -0.1679 -0.64
H -1.4655 2.8320 -0.7210 0.20
H 0.1534 2.4273 -1.3932 0.19
H -0.4253 4.6071 0.7065 0.26
H -0.0754 4.8849 -1.0190 0.27
H 1.1870 4.2059 0.0375 0.26
C -0.2858 -1.2192 1.8349 -0.39
H 0.1519 -1.4892 2.8234 0.38
H -1.2845 -1.7052 1.8257 0.32
C 0.5415 -1.8812 0.8907 0.45
H -0.3953 -3.2391 0.3236 0.21
C 1.3598 -2.6591 -0.5019 -0.31
C 0.3524 -3.6884 -0.7935 -0.46
H 1.2635 -1.6972 -1.0689 0.22
H 2.3534 -2.9781 -0.1594 0.32
H -0.2621 -3.4259 -1.6596 0.22
H 0.7660 -4.7016 -0.8068 0.32
```

## Properties
- spin multiplicity = 2
- frontier orbital gap (alpha / beta) (eV) = 7.3705 / 7.6105
- <S²> = 0.758
- HOMO (alpha / beta) (eV) = -21.714 / -21.956
- net charge = +3
- lowest unoccupied orbital energy (alpha / beta) (eV) = -14.34 / -14.35
- F_max (eV Å⁻¹) = 4.569

---

Record 2
Here is a molecular structure, C2H16FeO6 from the OMol25 dataset. Energies are from wB97M-V/def2-TZVPD.

The geometry in XYZ format:
```
25
Properties=species:S:1:pos:R:3:nbo_charge:R:1
Fe 0.5255 0.1307 0.7812 1.61
C -2.1163 -0.5370 -2.4985 -0.67
C -0.7129 -0.0925 -2.1860 -0.07
O -0.2781 -0.7510 -0.9449 -0.81
H -2.8505 -0.3875 -1.7090 0.22
H -2.1163 -1.5621 -2.8851 0.23
H -2.5607 -0.0245 -3.3612 0.26
H -0.7190 0.9719 -1.9633 0.18
H -0.0974 -0.3514 -3.0455 0.21
H -0.2414 -1.7024 -1.1173 0.51
O 0.1294 2.1496 0.3437 -0.99
H 0.6929 2.9272 0.4839 0.53
H -0.6827 2.4991 -0.0572 0.53
O -1.2646 -0.4165 1.8311 -0.99
H -1.5011 -1.1293 2.4438 0.53
H -2.0735 0.1109 1.7365 0.52
O 1.2221 -1.8537 1.2999 -0.98
H 1.3496 -2.7749 1.0244 0.53
H 1.2241 -1.8888 2.2689 0.51
O 1.1694 1.0230 2.6004 -0.99
H 1.0092 1.9639 2.7655 0.52
H 1.6959 0.7224 3.3584 0.53
O 2.4197 0.3008 -0.1532 -0.99
H 3.2884 0.6786 0.0548 0.53
H 2.4882 -0.0064 -1.0715 0.52
```

## Properties
- spin multiplicity = 5
- frontier orbital gap (alpha / beta) (eV) = 11.4996 / 10.2657
- energy relative to the best compared isomer or geometry (same formula, charge and spin) (kcal/mol) = 9.33
- <S²> = 6.006
- HOMO (alpha / beta) (eV) = -18.278 / -17.035
- net charge = +2
- lowest unoccupied orbital energy (alpha / beta) (eV) = -6.78 / -6.77
- F_max (eV Å⁻¹) = 1.355

---

Record 3
Here is a molecular structure, BeH11O6 from the OMol25 dataset. Energies are from wB97M-V/def2-TZVPD.

The geometry in XYZ format:
```
18
Properties=species:S:1:pos:R:3:nbo_charge:R:1
Be -16.6554 -15.7067 -7.2689 1.72
O -17.1846 -16.4727 -6.0985 -1.35
H -17.9206 -17.0896 -5.9814 0.52
O -16.5347 -13.9538 -7.1968 -1.03
H -17.2617 -13.4024 -6.9558 0.55
H -15.6425 -13.5877 -6.9585 0.54
O -14.8801 -15.9840 -7.4061 -1.02
H -14.4537 -16.6119 -8.0156 0.54
H -14.2902 -15.8400 -6.6731 0.53
O -17.2116 -16.1822 -8.8474 -1.03
H -17.4574 -15.6471 -9.6055 0.54
H -17.4194 -17.1231 -9.1103 0.55
O -18.6508 -14.9309 -4.5151 -0.98
H -19.3623 -15.3061 -4.0455 0.48
H -18.2343 -15.5735 -5.1138 0.47
O -15.6502 -18.0851 -4.5429 -0.96
H -16.2604 -17.4996 -5.0803 0.48
H -14.7870 -18.0738 -5.0246 0.45
```

## Properties
- spin multiplicity = 1
- frontier orbital gap (eV) = 9.4667
- energy relative to the best compared isomer or geometry (same formula, charge and spin) (kcal/mol) = 3.70
- HOMO (eV) = -13.657
- net charge = +1
- lowest unoccupied orbital energy (eV) = -4.19
- F_max (eV Å⁻¹) = 2.530

---

Record 4
Here is a molecular structure, C35H52AsOP3PbSe from the OMol25 dataset. Energies are from wB97M-V/def2-TZVPD.

The geometry in XYZ format:
```
94
Properties=species:S:1:pos:R:3:mulliken_charge:R:1
Pb 0.3737 -1.1846 -1.2550 1.28
P 2.6445 -0.6677 0.4774 0.92
P 0.7740 3.0859 -1.0079 0.94
P 2.0335 1.6507 -2.4067 1.14
H -0.2939 -4.3834 -2.7833 0.40
C 0.6943 -4.4008 -2.3336 -0.67
C 1.1627 -3.6597 -1.2817 -0.41
H 0.5357 -3.4903 -0.3466 0.35
C 2.3517 -1.6181 2.0220 -0.84
C 3.2184 0.9206 1.2256 -1.39
C 4.2786 -1.3952 -0.0351 -1.22
C -0.5741 3.9588 -1.8061 -1.21
C 0.0150 2.3134 0.4256 -1.14
C 1.8965 4.3834 -0.4337 -1.38
C 2.2308 -0.0713 -3.1275 -1.19
C 3.7799 2.0904 -2.1987 -1.31
C 1.6157 2.5164 -3.9499 -1.28
H 1.3602 -5.1897 -2.7505 0.32
H 2.2903 -3.6901 -1.2718 0.29
H 1.7711 -2.5359 1.8460 0.22
H 1.8048 -1.0103 2.7556 -0.06
H 3.3322 -1.8977 2.4351 0.64
H 2.4413 1.3690 1.8517 0.30
H 3.5029 1.6490 0.4550 0.34
H 4.0939 0.7357 1.8613 0.64
H 4.1508 -2.4405 -0.3703 0.34
H 4.9639 -1.3724 0.8325 0.54
H 4.7133 -0.8097 -0.8617 0.35
H -0.7440 4.8665 -1.2118 0.50
H -1.4897 3.3525 -1.8136 0.31
H -0.3086 4.2484 -2.8296 0.44
H -0.2278 3.1403 1.0947 0.55
H 0.7043 1.6299 0.9251 -0.16
H -0.8952 1.7835 0.1318 0.29
H 1.2738 5.1825 -0.0093 0.54
H 2.4598 4.7946 -1.2829 0.50
H 2.5860 4.0207 0.3429 0.39
H 3.0093 -0.0303 -3.9085 0.84
H 1.2812 -0.3784 -3.5974 -0.01
H 2.6071 -0.7581 -2.3384 0.36
H 4.2403 2.0636 -3.1889 0.51
H 4.3012 1.3826 -1.5482 0.19
H 3.8937 3.0874 -1.7744 0.38
H 2.4021 2.2420 -4.6705 0.58
H 1.6017 3.6069 -3.8198 0.51
H 0.6407 2.1890 -4.3259 0.20
C -1.8946 0.0336 -5.2015 -0.34
C -1.4944 -1.0612 -4.4159 -0.38
C -0.6421 -2.0084 -4.9882 -0.01
C -0.2913 -1.9528 -6.3518 -0.76
C -0.9037 -0.9509 -7.1606 -0.30
C -1.6838 0.0654 -6.5977 -0.44
Se -2.7232 1.4290 -4.2123 0.05
H -1.4826 2.2024 -4.4637 0.04
H -1.8106 -1.1807 -3.3699 0.65
H -0.2928 -2.8029 -4.3327 0.17
H 0.4109 -2.6815 -6.7843 0.44
H -0.7758 -0.9032 -8.2527 0.40
H -2.1010 0.8481 -7.2333 0.47
O -0.6606 -0.9254 0.8201 0.12
As -1.4815 -0.6308 2.3033 0.50
C -0.5228 0.5364 3.5211 0.93
C -0.8479 1.9027 3.5963 -0.39
C -0.2802 2.7182 4.5951 -0.82
C 0.5653 2.1549 5.5624 -0.70
C 0.8633 0.7921 5.5071 -0.91
C 0.3261 -0.0149 4.4993 -0.51
C -3.2716 -0.1287 1.8451 0.56
C -3.6301 1.2025 1.5378 0.29
C -4.9907 1.5320 1.5316 -0.85
C -5.9615 0.5347 1.6461 -0.49
C -5.5731 -0.8215 1.6968 -0.71
C -4.2161 -1.1563 1.7517 -0.52
C -1.5573 -2.2758 3.2912 0.00
C -2.0239 -2.1802 4.5970 -0.52
C -2.1002 -3.3311 5.3916 -0.72
C -1.7479 -4.5777 4.8610 -0.58
C -1.3032 -4.6557 3.5249 -0.63
C -1.1895 -3.5058 2.7284 -0.25
H -1.6009 2.3101 2.9228 0.46
H -0.5640 3.7736 4.6435 0.51
H 0.9249 2.7644 6.3916 0.45
H 1.4674 0.3212 6.2896 0.47
H 0.4789 -1.1026 4.5239 0.52
H -2.8601 1.9432 1.3432 0.06
H -5.2490 2.5937 1.4599 0.43
H -7.0107 0.8189 1.7034 0.44
H -6.3403 -1.6004 1.7111 0.43
H -3.8867 -2.1960 1.7585 0.45
H -2.3202 -1.2052 4.9974 0.50
H -2.4765 -3.2176 6.4064 0.47
H -1.8458 -5.4974 5.4698 0.42
H -1.0741 -5.6305 3.0962 0.44
H -0.8520 -3.5616 1.6959 0.30
```

## Properties
- spin multiplicity = 1
- frontier orbital gap (eV) = 4.3589
- energy relative to the best compared isomer or geometry (same formula, charge and spin) (kcal/mol) = 0.00
- HOMO (eV) = -17.788
- net charge = +4
- lowest unoccupied orbital energy (eV) = -13.43
- F_max (eV Å⁻¹) = 2.876